Entry 1:
DFT (wB97M-V/def2-TZVPD) results for C32H41ClF6InN5O5P as an isolated structure.

- Electronic energy: -94827.0423 eV
- Gap between HOMO and LUMO: 7.42 eV
- Max |F|: 2.248 eV/A
- HOMO: -5.48 eV
- Total charge: -1
- E_LUMO: 1.9 eV

Structure (XYZ):
```
92
C32H41ClF6InN5O5P, DFT wB97M-V/def2-TZVPD
C 1.05 0.04 -3.09
C 0.52 -1.07 -3.99
C -1.00 -1.25 -3.97
C -1.66 -1.26 -2.58
C -1.97 -2.70 -2.14
In -3.64 -0.20 -2.73
C -5.15 -1.32 -1.52
C -6.30 -0.47 -1.20
O -6.71 -0.21 -0.08
Cl -7.06 0.31 -2.62
P -4.41 -0.13 -5.18
O -5.19 -1.36 -5.58
C -3.49 1.98 -2.10
O -4.13 2.86 -2.64
C -2.54 2.45 -0.92
F -2.32 1.40 -0.11
F -3.16 3.40 -0.19
C -1.16 2.99 -1.40
F -1.07 2.93 -2.74
F -0.18 2.21 -0.91
C -0.82 4.43 -0.94
F -0.84 4.51 0.39
F 0.45 4.66 -1.35
C -1.64 5.59 -1.55
O -1.47 6.71 -1.13
O -2.49 5.27 -2.55
H 0.87 -0.20 -2.05
H 0.65 1.01 -3.33
H 2.13 0.07 -3.19
H 0.79 -0.80 -5.01
H 1.05 -1.99 -3.79
H -1.21 -2.22 -4.42
H -1.45 -0.53 -4.64
H -1.04 -0.82 -1.82
H -2.63 -3.16 -2.86
H -2.47 -2.70 -1.18
H -1.07 -3.31 -2.09
H -5.46 -2.20 -2.06
H -4.73 -1.58 -0.56
H -3.35 0.13 -6.09
H -5.24 1.02 -5.32
H -2.23 5.78 -3.32
N 4.69 1.96 -4.13
C 4.42 2.17 -2.81
C 5.55 1.84 -2.10
C 6.53 1.42 -3.03
C 5.97 1.51 -4.28
H 4.04 2.11 -4.88
H 3.46 2.52 -2.49
H 5.65 1.89 -1.02
H 7.54 1.09 -2.81
H 6.37 1.29 -5.25
N 6.32 3.24 1.56
C 4.96 3.09 1.66
C 4.67 2.72 2.94
C 5.90 2.63 3.65
C 6.90 2.96 2.77
H 6.81 3.50 0.72
H 4.32 3.27 0.81
H 3.68 2.52 3.33
H 6.03 2.36 4.68
H 7.96 3.02 2.90
N 6.76 -0.40 2.40
C 7.21 -0.92 3.59
C 6.78 -2.21 3.68
C 6.03 -2.49 2.51
C 6.04 -1.35 1.74
H 6.93 0.53 2.08
H 7.81 -0.32 4.26
H 6.97 -2.88 4.50
H 5.54 -3.41 2.25
H 5.59 -1.14 0.78
N -4.85 -0.76 2.12
C -5.07 -0.59 3.46
C -3.94 -0.97 4.13
C -2.99 -1.39 3.15
C -3.59 -1.24 1.93
H -5.52 -0.56 1.39
H -6.01 -0.21 3.81
H -3.80 -0.95 5.20
H -1.99 -1.76 3.33
H -3.22 -1.44 0.93
N -4.24 -4.23 5.17
C -3.78 -4.80 6.32
C -4.27 -6.08 6.38
C -5.05 -6.29 5.21
C -5.01 -5.13 4.49
H -4.04 -3.29 4.86
H -3.15 -4.25 7.00
H -4.09 -6.79 7.17
H -5.58 -7.19 4.94
H -5.46 -4.87 3.54
```

---

Entry 2:
DFT (wB97M-V/def2-TZVPD) results for a 5-piece molecular cluster, C32H41ClN3O10P overall.

- Electronic energy: -80599.8707 eV
- Gap between HOMO and LUMO: 9.39 eV
- Max |F|: 4.299 eV/A
- Structure (SMILES): N#C[C@](CC(=O)Cl)(Cc1ccccc1)[C@@](C#N)(C[C@H]1CO1)[PH2]=N.O=C1CCCO1.O=C1CCCO1.O=C1CCCO1.O=C1CCCO1
- HOMO: -9.17 eV
- E_LUMO: 0.2 eV

Structure (XYZ):
```
88
C32H41ClN3O10P, DFT wB97M-V/def2-TZVPD
N 3.27 0.53 3.21
C 2.86 0.12 2.22
C 2.48 -0.40 0.78
C 2.10 -1.93 1.10
C 3.33 -2.75 1.75
O 3.58 -2.76 2.91
Cl 4.41 -3.81 0.68
C 3.75 -0.33 -0.14
C 4.66 0.96 -0.01
C 4.71 2.03 -1.05
C 5.59 3.21 -0.94
C 6.49 3.41 0.21
C 6.48 2.35 1.23
C 5.60 1.19 1.12
C 1.16 0.33 0.30
C -0.08 -0.64 0.15
N -0.86 -1.48 0.18
C 0.61 1.50 1.20
C 1.61 2.83 1.06
C 1.00 4.01 0.13
O 1.09 4.07 1.67
P 1.21 1.05 -1.48
N 1.39 -0.05 -2.61
H 1.82 -2.51 0.17
H 1.33 -2.00 1.92
H 3.55 -0.42 -1.25
H 4.50 -1.17 0.03
H 4.09 1.97 -1.98
H 5.55 3.98 -1.76
H 7.16 4.29 0.32
H 7.16 2.43 2.12
H 5.65 0.41 1.93
H 0.48 1.30 2.28
H -0.34 1.90 0.78
H 2.75 2.65 1.01
H 1.69 4.72 -0.38
H -0.05 3.78 -0.20
H 2.11 2.14 -1.52
H -0.11 1.61 -1.65
H 1.53 -0.96 -2.14
O -1.82 1.49 2.12
C -2.26 1.79 3.20
O -2.89 2.97 3.45
C -3.18 3.06 4.85
C -3.18 1.63 5.35
C -2.15 0.97 4.46
H -2.41 3.67 5.33
H -4.15 3.54 4.99
H -2.96 1.55 6.42
H -4.16 1.18 5.18
H -1.14 1.07 4.86
H -2.39 -0.07 4.27
O -3.57 -6.87 -3.04
C -3.47 -5.83 -2.45
O -2.35 -5.06 -2.46
C -2.52 -3.95 -1.55
C -4.02 -3.79 -1.40
C -4.52 -5.22 -1.55
H -2.03 -4.19 -0.61
H -2.06 -3.06 -1.97
H -4.31 -3.32 -0.46
H -4.41 -3.18 -2.22
H -4.52 -5.75 -0.59
H -5.50 -5.26 -2.01
O -7.06 3.72 2.03
C -6.47 3.58 0.99
O -7.04 3.77 -0.23
C -6.10 3.41 -1.26
C -4.74 3.52 -0.60
C -5.04 3.13 0.84
H -6.32 2.40 -1.59
H -6.20 4.09 -2.10
H -3.98 2.89 -1.08
H -4.39 4.55 -0.64
H -4.98 2.05 0.99
H -4.39 3.65 1.54
O 2.23 -3.39 -1.28
C 2.35 -3.51 -2.47
O 3.44 -3.11 -3.16
C 3.23 -3.30 -4.57
C 2.14 -4.35 -4.66
C 1.32 -4.08 -3.42
H 2.92 -2.35 -5.00
H 4.15 -3.63 -5.04
H 1.57 -4.30 -5.59
H 2.58 -5.35 -4.59
H 0.55 -3.33 -3.59
H 0.88 -4.99 -3.01
```

---

Entry 3:
DFT (wB97M-V/def2-TZVPD) results for C32H41FeN4O4S2Si as an isolated structure.

- Electronic energy: -111938.5303 eV
- Multiplicity: 5
- Gap between HOMO and LUMO (alpha / beta): 4.65 / 6.56 eV
- Max |F|: 1.218 eV/A
- <S²>: 6.3550
- HOMO (alpha / beta): -2.51 / -4.43 eV
- Total charge: -1
- E_LUMO (alpha / beta): 2.1 / 2.1 eV

Structure (XYZ):
```
85
C32H41FeN4O4S2Si, DFT wB97M-V/def2-TZVPD
Fe -0.50 0.48 0.67
C -2.27 5.37 0.29
S -3.07 4.39 1.58
C -2.16 2.88 1.50
S -0.53 2.92 0.96
N -2.86 1.86 1.93
N -2.18 0.69 2.02
C -2.89 -0.28 2.42
C -2.35 -1.60 2.76
C -3.23 -2.65 3.01
C -2.72 -3.90 3.31
C -1.35 -4.07 3.37
C -0.55 -2.95 3.13
N -1.03 -1.75 2.83
H -3.02 6.10 -0.04
H -2.00 4.71 -0.53
H -1.39 5.88 0.67
H -3.96 -0.11 2.53
H -4.29 -2.47 2.96
H -3.38 -4.74 3.50
H -0.90 -5.03 3.58
H 0.53 -3.04 3.17
C -3.73 0.92 -2.40
C -2.59 1.57 -1.62
O -2.39 2.78 -1.76
O -1.93 0.75 -0.88
H -4.26 1.67 -2.98
H -4.42 0.44 -1.70
H -3.32 0.15 -3.06
O -0.99 -1.61 0.21
C -1.41 -1.90 -0.92
C -2.83 -2.35 -1.15
C -2.95 -3.84 -1.51
C -2.61 -4.15 -2.97
C -1.18 -3.79 -3.37
C -0.90 -2.29 -3.31
N -0.59 -1.83 -1.97
H -3.27 -1.74 -1.93
H -3.35 -2.15 -0.22
H -3.97 -4.16 -1.31
H -2.30 -4.43 -0.84
H -3.31 -3.61 -3.61
H -2.77 -5.22 -3.16
H -0.99 -4.15 -4.39
H -0.47 -4.30 -2.71
H -1.75 -1.73 -3.71
H -0.04 -2.04 -3.93
H 0.33 -1.44 -1.75
C 2.04 -0.54 2.43
Si 0.99 1.06 2.37
C 0.24 1.29 4.07
C 2.30 2.41 2.12
C 2.89 2.58 0.86
C 3.87 3.54 0.65
C 4.29 4.35 1.71
C 3.72 4.19 2.96
C 2.73 3.22 3.16
H 2.09 -0.90 3.47
H 3.06 -0.32 2.09
H 1.63 -1.33 1.80
H 1.03 1.26 4.84
H -0.46 0.48 4.26
H -0.30 2.24 4.17
H 2.58 1.96 0.03
H 4.31 3.66 -0.33
H 5.05 5.11 1.55
H 4.04 4.81 3.79
H 2.29 3.12 4.15
C 0.90 1.49 -2.46
C 1.68 0.50 -1.62
O 1.11 -0.03 -0.57
C 3.00 0.14 -1.97
C 3.63 0.60 -3.16
C 4.91 0.20 -3.49
C 5.63 -0.67 -2.66
C 5.03 -1.12 -1.48
C 3.75 -0.74 -1.14
H 0.01 1.80 -1.93
H 0.59 1.05 -3.42
H 1.49 2.39 -2.69
H 3.10 1.27 -3.83
H 5.37 0.56 -4.41
H 6.63 -0.98 -2.93
H 5.58 -1.79 -0.82
H 3.28 -1.10 -0.23
```

---

Entry 4:
DFT (wB97M-V/def2-TZVPD) results for a 2-piece molecular cluster, C32H41N3O4 overall.

- Electronic energy: -46503.2459 eV
- Gap between HOMO and LUMO: 6.10 eV
- Max |F|: 5.936 eV/A
- HOMO: -7.55 eV
- E_LUMO: -1.4 eV

Structure (XYZ):
```
80
C32H41N3O4, DFT wB97M-V/def2-TZVPD
C -3.53 1.43 4.21
C -3.42 0.61 2.94
N -2.16 -0.19 2.78
C -2.15 -1.43 3.60
C -2.63 -2.68 2.89
C -0.99 0.55 2.53
C 0.04 -0.01 1.56
N 1.32 -0.09 2.31
C 1.83 1.09 2.75
C 3.10 1.19 3.28
C 3.91 0.06 3.40
C 3.36 -1.17 3.00
C 2.08 -1.23 2.48
O -0.86 1.69 3.02
H -4.45 2.01 4.20
H -3.57 0.77 5.09
H -2.69 2.12 4.29
H -4.24 -0.12 2.91
H -3.49 1.27 2.05
H -1.15 -1.58 4.03
H -2.82 -1.25 4.45
H -2.92 -3.43 3.65
H -3.50 -2.48 2.26
H -1.83 -3.11 2.28
H -0.25 -1.05 1.33
H 1.16 1.94 2.63
H 3.45 2.19 3.52
H 4.92 0.13 3.78
H 3.98 -2.08 3.05
H 1.65 -2.17 2.12
C 4.10 -0.96 -3.89
C 3.93 -0.55 -2.42
C 3.47 -1.78 -1.62
C 5.31 -0.11 -1.92
C 2.95 0.64 -2.31
C 1.88 0.61 -1.47
C 0.94 1.69 -1.35
C -0.17 1.58 -0.49
C -1.37 2.31 -0.74
C -1.84 2.68 -2.07
C -2.93 3.51 -2.29
C -3.64 4.02 -1.18
N -4.63 5.02 -1.41
O -5.24 5.52 -0.43
O -4.87 5.38 -2.59
C -3.26 3.65 0.14
C -2.17 2.82 0.33
C 1.16 2.83 -2.21
C 2.20 2.95 -3.08
C 2.41 4.20 -3.99
C 3.70 4.93 -3.56
C 1.24 5.18 -3.90
C 2.59 3.77 -5.46
C 3.21 1.87 -3.09
O 4.27 2.03 -3.72
H 4.51 -0.10 -4.43
H 4.79 -1.80 -3.94
H 3.13 -1.24 -4.31
H 3.41 -1.60 -0.54
H 2.48 -2.13 -1.97
H 4.18 -2.60 -1.78
H 5.27 0.23 -0.87
H 6.02 -0.94 -2.00
H 5.65 0.72 -2.55
H 1.66 -0.28 -0.87
H -0.08 0.90 0.42
H -1.35 2.30 -2.96
H -3.25 3.81 -3.29
H -3.83 4.04 0.99
H -1.84 2.62 1.35
H 0.45 3.66 -2.16
H 4.55 4.24 -3.66
H 3.88 5.81 -4.19
H 3.63 5.24 -2.51
H 0.30 4.69 -4.20
H 1.13 5.58 -2.88
H 1.39 6.03 -4.58
H 1.70 3.22 -5.80
H 2.75 4.65 -6.10
H 3.46 3.11 -5.54
```

---

Entry 5:
DFT (wB97M-V/def2-TZVPD) results for C32H41N5O2SSiV as an isolated structure.

- Electronic energy: -89797.3834 eV
- Multiplicity: 4
- Gap between HOMO and LUMO (alpha / beta): 6.17 / 6.49 eV
- Max |F|: 2.023 eV/A
- <S²>: 3.7834
- HOMO (alpha / beta): -6.34 / -6.79 eV
- E_LUMO (alpha / beta): -0.2 / -0.3 eV

Structure (XYZ):
```
83
C32H41N5O2SSiV, DFT wB97M-V/def2-TZVPD
V 0.12 1.00 0.22
C -0.26 2.61 2.50
N -1.24 2.51 1.40
C -1.41 3.72 0.61
C -0.41 3.71 -0.49
N 0.24 2.64 -0.88
C 1.07 3.07 -1.93
C 1.98 2.41 -2.75
C 2.66 3.14 -3.71
C 2.44 4.51 -3.88
C 1.53 5.19 -3.10
C 0.87 4.45 -2.13
N -0.08 4.82 -1.20
C 0.76 1.52 2.35
N 1.91 1.71 1.73
C 2.75 0.71 2.17
C 4.06 0.40 1.80
C 4.68 -0.65 2.44
C 4.03 -1.40 3.43
C 2.72 -1.13 3.80
C 2.10 -0.07 3.15
N 0.84 0.47 3.26
H -0.75 2.55 3.48
H 0.26 3.56 2.44
H -2.13 2.17 1.73
H -1.29 4.63 1.21
H -2.42 3.73 0.20
H 2.16 1.35 -2.65
H 3.36 2.64 -4.36
H 2.99 5.05 -4.65
H 1.35 6.25 -3.23
H -0.48 5.73 -1.09
H 4.55 0.96 1.01
H 5.70 -0.91 2.18
H 4.56 -2.21 3.91
H 2.22 -1.72 4.55
H 0.10 0.14 3.86
C -1.44 -1.39 -2.11
Si -1.84 -0.28 -0.60
C -3.48 0.63 -1.21
C -4.43 -0.27 -2.00
C -4.29 1.26 -0.07
C -3.02 1.75 -2.17
C -2.27 -1.55 0.84
C -3.29 -2.62 0.44
C -0.97 -2.26 1.22
C -2.78 -0.84 2.11
H -2.30 -1.96 -2.46
H -0.64 -2.09 -1.87
H -1.07 -0.77 -2.93
H -4.78 -1.11 -1.41
H -3.96 -0.66 -2.90
H -5.31 0.31 -2.31
H -4.83 0.50 0.49
H -5.04 1.95 -0.48
H -3.67 1.83 0.63
H -2.59 1.32 -3.08
H -2.25 2.38 -1.72
H -3.87 2.37 -2.47
H -2.95 -3.16 -0.44
H -4.27 -2.18 0.21
H -3.43 -3.35 1.24
H -0.60 -2.86 0.39
H -1.13 -2.93 2.07
H -0.19 -1.54 1.49
H -3.77 -0.41 1.96
H -2.10 -0.03 2.40
H -2.85 -1.55 2.94
O 2.97 -6.69 0.96
C 3.02 -6.17 -0.29
O 3.28 -6.89 -1.22
C 2.73 -4.72 -0.41
C 2.90 -3.82 0.65
C 2.56 -2.49 0.49
C 2.04 -2.01 -0.71
S 1.66 -0.32 -0.94
C 1.93 -2.91 -1.78
C 2.27 -4.24 -1.63
H 2.69 -6.02 1.59
H 3.34 -4.14 1.59
H 2.70 -1.80 1.32
H 1.56 -2.55 -2.73
H 2.16 -4.94 -2.44
```